1.
The molecule C16H24O5 in a non-equilibrium geometry, computed with ωB97M-V/def2-TZVPD.

Highest occupied orbital energy (eV): -9.40
Structure (SMILES): COC(C[C@H]1O[C@@H]1[C@@H](O)[C@H](C)OCc1ccccc1)OC
Net charge: 0
Orbital gap (eV): 10.2

```
45
Properties=species:S:1:pos:R:3:forces:R:3:mulliken_charge:R:1
C -6.7889 -1.3858 -0.4271 -0.03 0.09 0.01 -0.7401
H -7.3265 -2.2663 -0.0824 -0.07 0.04 -0.06 0.2697
O -5.4353 -1.5883 -0.0809 0.27 0.01 0.04 -0.3515
C -4.6004 -0.5030 -0.3956 0.26 -0.23 -0.36 0.0348
O -4.9198 0.6447 0.3320 0.00 0.12 -0.08 -0.3921
C -4.7153 0.5581 1.7335 0.01 -0.03 0.06 -0.5792
H -5.2732 1.3866 2.1660 0.03 -0.05 0.07 0.2694
H -3.6563 0.6635 1.9813 -0.05 -0.03 0.04 0.1644
H -5.0995 -0.3879 2.1249 0.01 0.06 0.05 0.3015
C -3.1586 -1.0048 -0.2173 -0.36 0.41 0.09 -0.9786
C -2.1456 0.1051 -0.3683 -0.25 -0.69 -0.76 0.0009
C -0.7327 -0.1156 -0.0450 0.49 -0.30 -0.81 -0.1792
C 0.3831 0.5717 -0.8121 0.35 -0.36 0.42 -0.0436
O -0.1328 1.6102 -1.6015 -0.08 0.31 -0.14 -0.5723
H 0.6235 2.1376 -1.8890 -0.05 -0.01 -0.05 0.4297
H 0.8341 -0.1983 -1.4659 -0.06 0.08 0.20 0.2177
C 1.5035 1.0901 0.1154 -0.50 -0.15 0.01 0.1664
C 1.0106 2.1887 1.0520 0.26 -0.19 -0.21 -1.4502
H 0.5851 3.0028 0.4706 -0.05 0.06 0.01 0.2547
H 1.8327 2.5734 1.6510 0.07 0.05 0.08 0.4470
H 0.2435 1.7952 1.7105 -0.04 0.04 0.11 0.3899
O 2.5120 1.5730 -0.7694 -0.14 -0.02 -0.10 -0.3496
C 3.8221 1.5501 -0.2461 0.20 0.20 -0.05 -0.8483
C 4.3474 0.1526 -0.0216 -0.09 0.06 0.04 0.5450
C 5.0503 -0.1734 1.1298 -0.06 0.09 -0.11 -0.4111
C 5.5307 -1.4583 1.3158 0.08 -0.09 0.06 -0.5645
C 5.3025 -2.4310 0.3578 0.06 -0.07 0.08 -0.3938
C 4.5955 -2.1141 -0.7904 -0.03 -0.02 -0.09 -0.6840
C 4.1245 -0.8282 -0.9804 0.00 0.06 0.00 -0.0417
H 3.5729 -0.5713 -1.8731 -0.07 0.00 -0.09 0.3976
H 4.4145 -2.8699 -1.5405 -0.01 -0.06 -0.06 0.3851
H 5.6736 -3.4343 0.5059 0.03 -0.08 0.02 0.3810
H 6.0798 -1.7014 2.2136 0.04 -0.03 0.07 0.3753
H 5.2251 0.5823 1.8829 -0.01 0.08 0.08 0.3302
H 3.8826 2.1288 0.6858 0.03 -0.04 -0.09 0.3317
H 4.4301 2.0565 -1.0039 -0.02 0.00 0.18 0.2910
H 1.8952 0.2410 0.6942 -0.05 0.05 -0.09 0.3746
H -0.4425 -1.0848 0.3568 -0.01 -0.03 0.02 0.5199
O -1.5646 0.6306 0.7940 -0.18 0.89 1.16 -0.4742
H -2.3670 0.8483 -1.1275 0.05 0.05 0.01 0.4761
H -3.0657 -1.4620 0.7686 0.09 -0.07 0.01 0.3051
H -2.9850 -1.7749 -0.9704 -0.02 -0.02 0.02 0.3831
H -4.7604 -0.1930 -1.4439 0.00 -0.10 0.19 0.4169
H -6.8987 -1.2840 -1.5130 -0.04 -0.01 0.03 0.2918
H -7.1911 -0.4905 0.0553 -0.03 -0.07 -0.02 0.3034
```
Forces are in eV/Å.

---

2.
An isolated ion of composition C5H7FN and charge +1 in a non-equilibrium geometry, computed with ωB97M-V/def2-TZVPD.

Highest occupied orbital energy (spin up / spin down) (eV): -13.27 / -13.26
Structure (SMILES): C=[N+]1C=C(F)CC1
Net charge: +1
Orbital gap (spin up / spin down) (eV): 8.0 / 8.0

```
14
Properties=species:S:1:pos:R:3:forces:R:3:mulliken_charge:R:1
C 0.8951 -1.4134 -0.1820 6.63 4.70 0.55 -0.3231
C 2.0884 -0.2793 -0.1085 -6.88 -7.02 -0.19 0.3477
C -1.3605 -1.2598 0.0797 1.49 1.42 -1.59 -0.1731
C 1.5270 1.0511 -0.1308 -2.61 -0.76 1.32 -0.2994
C 0.0010 0.7502 0.1978 1.66 0.10 1.38 -0.7128
N -0.2402 -0.6441 -0.1516 -0.90 -2.21 2.39 0.1101
F 3.2749 -0.6194 0.0962 1.80 0.15 -0.06 -0.1772
H 0.9003 -2.4933 0.0917 0.21 1.15 -0.66 0.2930
H -2.2143 -0.6709 0.1052 -1.68 0.61 0.49 0.2765
H -1.2914 -2.2980 -0.0330 -0.63 -1.34 0.07 0.2458
H 1.8369 1.5288 0.7898 0.83 1.18 -0.65 0.3127
H 1.5317 1.4470 -1.1066 0.92 1.44 -0.88 0.3532
H -0.0982 0.9249 1.3076 -0.12 -0.80 -1.07 0.3003
H -0.7663 1.3047 -0.2407 -0.72 1.39 -1.11 0.4462
```
Forces are in eV/Å.

---

3.
C31H26F16N5O4Tl as an isolated structure, computed with ωB97M-V/def2-TZVPD.

Highest occupied orbital energy (eV): -1.90
Net charge: -2
Orbital gap (eV): 6.3

```
83
Properties=species:S:1:pos:R:3:forces:R:3:mulliken_charge:R:1
Tl -0.0595 -0.0829 0.6181 0.19 -0.17 0.29 2.4733
C -1.7262 3.6355 -1.4691 -0.01 -0.02 0.00 -1.1154
N -1.6561 2.2618 -1.9194 0.00 -0.03 0.03 0.9443
C -2.5231 2.0313 -3.0510 0.02 0.01 0.03 -1.1185
C -0.2676 1.8798 -2.1630 -0.08 0.01 0.01 -0.8047
C -0.0746 0.4356 -2.5880 -0.05 0.04 -0.06 -1.2799
N -0.5663 -0.5059 -1.5919 0.01 0.18 -0.07 0.5086
C -0.7792 -1.7747 -1.9989 0.10 0.00 0.09 0.4406
C -1.5670 -2.6394 -1.1997 -0.02 -0.05 0.05 -0.4291
F -2.0759 -2.1513 -0.0495 0.01 -0.02 -0.13 -0.2898
C -1.8585 -3.9316 -1.5524 -0.04 0.00 0.02 0.4932
F -2.6406 -4.6725 -0.7367 0.05 0.04 -0.03 -0.3739
C -1.4037 -4.4933 -2.7356 -0.05 0.00 0.00 -0.8540
C -0.6277 -3.6796 -3.5301 0.03 0.01 0.01 0.3756
F -0.1239 -4.1761 -4.6881 -0.01 0.02 0.04 -0.3904
C -0.3063 -2.3822 -3.1863 -0.11 -0.03 -0.06 0.3941
F 0.5264 -1.7187 -4.0270 0.05 -0.11 -0.03 -0.4968
H -2.7539 3.8881 -1.1938 0.00 -0.01 0.00 0.2931
H -1.0919 3.7542 -0.5930 0.01 0.03 0.01 0.2151
H -1.3973 4.3497 -2.2478 0.02 0.01 0.00 0.3367
H -2.1898 2.5676 -3.9609 0.01 0.00 0.00 0.3219
H -3.5302 2.3782 -2.8087 0.00 0.00 0.00 0.3297
H -2.5791 0.9678 -3.2809 0.00 -0.01 -0.01 0.1803
H 0.2905 2.0779 -1.2434 0.00 0.01 0.02 -0.1545
H 0.1744 2.5203 -2.9531 -0.02 -0.01 -0.01 0.5350
H 0.9900 0.3141 -2.8058 -0.03 -0.01 0.02 -0.1460
H -0.5939 0.2702 -3.5414 0.02 0.04 0.06 0.9535
H -1.6266 -5.5134 -3.0056 0.00 -0.01 0.00 0.4550
C 5.4707 4.5339 2.6597 0.00 0.00 0.00 -1.6493
C 4.5795 3.4931 2.0341 0.01 0.00 0.00 0.3938
C 5.0886 2.4023 1.3404 0.01 0.01 0.01 -1.2589
C 4.2512 1.4530 0.8024 0.00 -0.03 0.01 -0.1998
C 2.8358 1.5186 0.8844 0.03 0.04 -0.02 -0.0764
N 2.0908 0.5303 0.2908 0.00 -0.11 -0.10 0.6154
C 2.6809 -0.2110 -0.7399 -0.06 -0.03 0.02 -0.5460
C 3.2425 0.4789 -1.8265 0.03 0.00 0.00 -0.1683
C 3.7716 -0.1673 -2.9235 0.01 0.01 0.01 -0.9489
C 3.7519 -1.5539 -2.9909 0.00 -0.01 -0.01 0.7351
C 4.2645 -2.2999 -4.1947 0.00 0.01 0.00 -1.7253
C 3.2071 -2.2457 -1.9199 -0.02 0.01 -0.03 -0.0516
C 2.6687 -1.6236 -0.7923 -0.01 0.07 -0.01 -0.9645
C 2.0914 -2.4463 0.3864 0.03 -0.06 -0.02 2.1725
O 0.8628 -2.0972 0.8194 -0.12 0.17 0.00 -1.1479
C 3.1379 -2.3902 1.5566 0.00 -0.01 -0.06 0.3347
F 3.1005 -1.2348 2.2134 -0.01 0.03 0.02 -0.1032
F 4.4106 -2.5491 1.1096 0.06 0.01 0.02 -0.3249
F 2.9423 -3.3611 2.4694 0.01 -0.02 0.07 -0.3222
C 1.9460 -3.9612 0.0145 -0.03 0.00 -0.02 -0.2097
F 1.2948 -4.6460 0.9570 -0.02 -0.01 -0.02 -0.3021
F 1.2421 -4.1203 -1.1207 0.05 -0.02 0.05 0.0294
F 3.1279 -4.6127 -0.1695 0.05 -0.03 0.00 -0.3232
C 2.3195 2.6103 1.6378 0.00 -0.01 0.03 -0.2825
C 3.2032 3.5452 2.1759 0.02 0.01 0.01 -0.8893
C 0.8244 2.7542 1.9748 -0.07 -0.01 0.02 0.9358
O -0.0418 2.1174 1.1558 -0.06 0.01 -0.09 -0.4332
C 0.6358 2.2377 3.4369 0.04 0.08 -0.02 0.5246
F 1.3751 2.9103 4.3569 0.01 0.00 0.02 -0.3116
F 1.0104 0.9606 3.5142 -0.02 -0.08 -0.02 -0.1375
F -0.6380 2.3290 3.8433 -0.04 -0.03 0.00 -0.3033
C 0.3650 4.2531 1.9226 0.04 0.03 -0.06 0.1999
F 0.7858 4.8378 0.7808 0.00 -0.02 0.01 -0.2857
F -0.9716 4.3577 1.9290 -0.05 0.01 0.03 -0.2308
F 0.7881 5.0517 2.9345 -0.02 0.05 0.01 -0.2887
H 6.4740 4.4969 2.2301 0.00 0.00 0.00 0.3822
H 5.5710 4.3884 3.7397 0.00 0.00 0.01 0.2795
H 5.0795 5.5421 2.5047 0.00 0.00 0.00 0.3612
H 6.1627 2.2784 1.2328 0.01 0.00 0.00 0.2941
H 4.6913 0.5994 0.3055 -0.01 0.00 0.00 0.4530
H 3.2324 1.5620 -1.7839 0.00 0.00 0.00 0.5035
H 4.1775 0.4118 -3.7476 0.00 0.00 0.00 0.2171
H 4.6844 -1.6113 -4.9302 0.00 0.00 0.00 0.4054
H 3.4593 -2.8573 -4.6793 0.00 0.00 -0.01 0.2939
H 5.0434 -3.0167 -3.9226 0.00 0.00 0.00 0.3333
H 3.2114 -3.3231 -1.9891 0.00 0.00 0.01 0.4703
H 2.7985 4.3626 2.7565 0.02 -0.01 -0.01 0.5482
N -2.3501 0.7133 0.6183 -0.03 0.02 -0.04 -0.1757
N -2.9582 0.4187 1.8438 -0.01 -0.02 -0.06 -0.4840
C -2.3183 -0.5202 2.7056 -0.06 0.03 0.00 0.5114
O -3.0335 -0.9888 3.5892 -0.03 -0.04 0.07 -0.8369
O -1.0833 -0.7395 2.5072 0.09 -0.02 -0.09 -0.6378
H -2.2012 1.7067 0.4942 -0.04 0.01 0.00 0.2287
H -2.8051 0.3034 -0.1883 0.05 -0.01 0.00 0.3467
H -3.9537 0.2577 1.8092 0.03 0.04 0.02 0.2527
```
Forces are in eV/Å.

---

4.
A 2-piece molecular cluster, CH6NO2 overall in a non-equilibrium geometry, computed with ωB97M-V/def2-TZVPD.

Highest occupied orbital energy (eV): -16.16
Net charge: +1
Orbital gap (eV): 11.5

```
10
Properties=species:S:1:pos:R:3:forces:R:3:mulliken_charge:R:1
O -0.2387 2.0887 0.9055 0.59 -0.09 -0.01 -0.7076
H 0.3319 2.6936 0.4101 -0.31 0.04 -0.15 0.3515
H 0.2769 1.9623 1.7162 -0.31 -0.03 0.03 0.3496
H 1.3497 -1.1527 -1.9070 0.48 0.04 0.19 0.4031
C 0.0557 -1.2610 -0.5622 1.00 0.09 1.41 0.2104
N -0.7623 -0.6034 0.1778 0.13 -0.53 -0.87 -0.1359
O 1.0720 -0.6586 -1.1162 -1.00 0.04 -0.83 -0.3729
H 0.0655 -2.3387 -0.5005 -0.33 -0.35 -0.47 0.3536
H -0.7552 0.4235 0.1285 -0.01 0.31 0.75 0.2736
H -1.3955 -1.1537 0.7479 -0.23 0.48 -0.05 0.2747
```
Forces are in eV/Å.

---

The records above yield ΔE to the lowest compared entry with this formula, charge and spin values of 120.9, 185.0, 0.0, 61.5 kJ/mol, respectively.
The records above yield E_tot values of -1000.2005, -348.9454, -3542.1218, -246.6803 a.u., respectively.